(one)
Computed, not measured: C21H25N3O5 in the gas phase, with ωB97M-V/def2-TZVPD.

```
54
C21H25N3O5, DFT ωB97M-V/def2-TZVPD
C -3.438 -1.225 -2.255
C -4.658 -0.532 -1.659
O -4.306 0.476 -0.712
C -4.587 0.204 0.631
C -3.693 -0.895 1.238
N -2.301 -0.553 1.105
C -1.379 -1.412 0.614
O -1.630 -2.574 0.350
C -0.012 -0.843 0.448
C 1.084 -1.713 0.541
C 2.368 -1.256 0.405
C 2.648 0.101 0.138
N 3.934 0.550 0.154
C 4.340 1.852 0.666
C 5.754 1.637 1.225
C 6.186 0.381 0.528
C 7.435 -0.185 0.417
C 7.575 -1.356 -0.318
C 6.478 -1.927 -0.942
C 5.214 -1.367 -0.831
C 5.073 -0.221 -0.066
C 1.532 0.953 -0.032
N 1.640 2.294 -0.502
O 0.755 3.076 -0.197
O 2.581 2.581 -1.224
C 0.231 0.482 0.151
O -5.908 -0.177 0.873
C -6.863 0.871 0.927
C -7.204 1.481 -0.427
H -2.931 -1.848 -1.525
H -3.753 -1.852 -3.084
H -2.738 -0.480 -2.625
H -5.205 -0.014 -2.455
H -5.331 -1.255 -1.189
H -4.364 1.163 1.137
H -3.971 -1.011 2.291
H -3.857 -1.846 0.728
H -2.043 0.400 1.304
H 0.890 -2.753 0.752
H 3.192 -1.932 0.558
H 3.630 2.197 1.422
H 4.359 2.584 -0.152
H 6.410 2.479 1.011
H 5.738 1.486 2.308
H 8.291 0.278 0.884
H 8.547 -1.813 -0.418
H 6.606 -2.820 -1.535
H 4.376 -1.803 -1.353
H -0.573 1.186 -0.011
H -6.501 1.655 1.609
H -7.748 0.403 1.366
H -7.973 2.239 -0.297
H -7.575 0.713 -1.101
H -6.325 1.941 -0.870
```

Output
SMILES ... CCOC(CNC(=O)c1ccc(N2CCc3ccccc32)c([N+](=O)[O-])c1)OCC
Molar mass ... 399.4 g mol⁻¹
2S+1 ... 1

---

(two)
Computed, not measured: C21H25N3O5 in the gas phase, with ωB97M-V/def2-TZVPD.

```
54
C21H25N3O5, DFT ωB97M-V/def2-TZVPD
C 3.503 1.446 0.792
C 2.098 1.149 0.353
C 1.608 -0.148 0.368
C 0.331 -0.414 -0.113
C -0.175 -1.834 -0.275
O -0.986 -2.135 -1.129
N 0.389 -2.751 0.553
C 0.366 -4.167 0.242
C 0.787 -4.502 -1.198
C 1.252 -5.951 -1.381
C 0.255 -6.952 -0.808
C 1.456 -6.201 -2.878
C 2.347 -5.154 -3.540
C 1.873 -3.738 -3.223
N 1.773 -3.578 -1.772
C 2.819 -3.105 -1.045
O 3.103 -3.499 0.081
C 3.571 -1.953 -1.639
C 2.957 -0.918 -2.428
C 3.664 0.165 -2.795
C 5.050 0.330 -2.401
O 5.763 1.265 -2.627
O 5.590 -0.726 -1.658
C 4.857 -1.783 -1.290
N -0.474 0.542 -0.563
C -0.020 1.790 -0.549
C 1.254 2.151 -0.121
C 1.733 3.574 -0.182
O 0.713 4.402 -0.707
H 3.521 2.169 1.610
H 4.006 0.541 1.129
H 4.087 1.877 -0.026
H 2.265 -0.943 0.701
H 1.129 -2.453 1.163
H 1.025 -4.658 0.954
H -0.643 -4.556 0.380
H -0.100 -4.354 -1.821
H 2.212 -6.055 -0.861
H -0.737 -6.799 -1.242
H 0.566 -7.971 -1.042
H 0.166 -6.873 0.275
H 1.871 -7.200 -3.033
H 0.472 -6.193 -3.361
H 3.376 -5.261 -3.179
H 2.370 -5.299 -4.622
H 2.567 -3.011 -3.637
H 0.886 -3.547 -3.653
H 1.909 -1.002 -2.690
H 3.232 0.976 -3.363
H 5.403 -2.480 -0.670
H -0.696 2.553 -0.911
H 2.021 3.901 0.825
H 2.635 3.621 -0.806
H 1.038 5.305 -0.742
```

Output
SMILES ... Cc1cc(C(=O)NC[C@@H]2[C@@H](C)CCCN2C(=O)c2ccc(=O)oc2)ncc1CO
Molar mass ... 399.4 g mol⁻¹
2S+1 ... 1

---

(three)
Computed, not measured: C21H25N3O5 in the gas phase, with ωB97M-V/def2-TZVPD.

```
54
C21H25N3O5, DFT ωB97M-V/def2-TZVPD
C -4.204 -3.059 0.171
C -2.969 -2.938 1.052
C -1.750 -2.586 0.465
C -0.603 -2.498 1.263
C 0.702 -2.057 0.657
O 1.225 -2.684 -0.263
N 1.269 -0.983 1.222
C 2.527 -0.364 0.796
C 2.472 0.265 -0.632
C 3.776 1.044 -1.027
C 5.073 0.243 -0.787
C 3.717 1.498 -2.510
C 2.399 2.216 -2.859
C 1.176 1.398 -2.389
N 1.331 1.185 -0.932
C 0.911 2.147 -0.051
O 1.473 2.360 1.022
C -0.254 2.934 -0.400
C -1.485 2.339 -0.910
C -2.566 3.099 -1.194
C -2.536 4.553 -0.989
O -3.432 5.359 -1.218
O -1.350 5.051 -0.478
C -0.270 4.268 -0.191
N -0.644 -2.707 2.610
C -1.830 -3.056 3.165
C -3.021 -3.182 2.437
C -4.326 -3.583 3.128
O -4.297 -3.475 4.541
H -4.915 -2.266 0.401
H -3.957 -3.011 -0.890
H -4.700 -4.015 0.342
H -1.680 -2.397 -0.597
H 0.803 -0.592 2.026
H 2.826 0.378 1.538
H 3.306 -1.129 0.831
H 2.374 -0.591 -1.304
H 3.812 1.944 -0.408
H 5.056 -0.715 -1.308
H 5.949 0.792 -1.135
H 5.236 0.043 0.273
H 4.583 2.113 -2.762
H 3.803 0.617 -3.148
H 2.378 3.212 -2.415
H 2.341 2.374 -3.937
H 0.215 1.812 -2.692
H 1.174 0.413 -2.860
H -1.540 1.266 -1.052
H -3.471 2.644 -1.564
H 0.557 4.834 0.223
H -1.816 -3.230 4.232
H -5.134 -2.950 2.760
H -4.556 -4.614 2.853
H -5.156 -3.720 4.894
```

Output
SMILES ... Cc1cc(C(=O)NC[C@@H]2[C@@H](C)CCCN2C(=O)c2ccc(=O)oc2)ncc1CO
Molar mass ... 399.4 g mol⁻¹
2S+1 ... 1

---

Most stable: (two). Least stable: (one).

---

(one)
Computed, not measured: C21H26N2O5S in the gas phase, with ωB97M-V/def2-TZVPD.

```
55
C21H26N2O5S, DFT ωB97M-V/def2-TZVPD
C 2.669 -4.658 0.775
C 1.493 -4.839 -0.181
O 0.293 -4.283 0.316
C -0.407 -4.947 1.283
C -0.113 -6.198 1.796
C -0.921 -6.763 2.774
C -2.021 -6.082 3.247
C -2.335 -4.828 2.739
C -1.543 -4.257 1.763
O -1.732 -3.034 1.181
C -2.814 -2.208 1.558
C -4.122 -2.623 0.878
C -2.495 -0.763 1.132
O -3.202 0.156 1.478
N -1.396 -0.678 0.344
C -0.824 0.442 -0.249
C 0.373 0.264 -0.948
C 0.983 1.338 -1.565
C 0.396 2.588 -1.492
S 1.226 3.972 -2.254
O 2.017 3.498 -3.354
O 0.263 5.012 -2.504
N 2.273 4.391 -1.002
C 1.736 5.375 -0.069
C 2.770 6.510 0.015
C 3.600 6.326 -1.255
C 3.610 4.806 -1.397
C -0.788 2.777 -0.807
C -1.404 1.709 -0.181
H 2.487 -5.170 1.716
H 2.818 -3.602 0.983
H 3.572 -5.060 0.323
H 1.681 -4.289 -1.108
H 1.354 -5.897 -0.434
H 0.742 -6.752 1.444
H -0.676 -7.740 3.162
H -2.648 -6.516 4.010
H -3.201 -4.309 3.118
H -2.941 -2.201 2.649
H -4.898 -1.906 1.130
H -4.427 -3.616 1.200
H -3.983 -2.635 -0.200
H -0.912 -1.559 0.193
H 0.814 -0.721 -1.003
H 1.902 1.229 -2.117
H 1.565 4.900 0.901
H 0.782 5.735 -0.461
H 2.294 7.487 0.069
H 3.401 6.379 0.894
H 3.086 6.768 -2.110
H 4.599 6.750 -1.176
H 4.332 4.355 -0.707
H 3.805 4.453 -2.407
H -1.227 3.762 -0.784
H -2.328 1.841 0.357
```

Output
SMILES ... CCOc1ccccc1O[C@H](C)C(=O)Nc1ccc(S(=O)(=O)N2CCCC2)cc1
Molar mass ... 418.5 g mol⁻¹
2S+1 ... 1

---

(two)
Computed, not measured: C21H26N2O5S in the gas phase, with ωB97M-V/def2-TZVPD.

```
55
C21H26N2O5S, DFT ωB97M-V/def2-TZVPD
C -6.279 -1.782 -1.133
O -5.528 -1.611 0.048
C -4.196 -1.403 -0.046
C -3.482 -1.344 -1.243
C -2.120 -1.106 -1.218
C -1.475 -0.924 -0.012
S 0.277 -0.613 -0.031
O 0.919 -1.661 -0.774
O 0.743 -0.385 1.314
N 0.415 0.789 -0.941
C 1.489 0.821 -1.907
C 2.868 1.226 -1.374
O 3.644 1.855 -2.069
N 3.136 0.837 -0.117
C 4.416 1.086 0.501
C 5.266 -0.186 0.705
C 5.256 -1.112 -0.518
C 4.170 -2.144 -0.188
C 3.925 -1.968 1.322
O 4.814 -0.966 1.791
C 0.179 2.011 -0.188
C -1.252 2.066 0.268
C -2.278 2.051 -0.669
C -3.599 2.082 -0.262
C -3.910 2.136 1.086
C -2.893 2.160 2.024
C -1.570 2.123 1.617
C -2.164 -1.002 1.184
C -3.520 -1.240 1.169
H -6.223 -0.897 -1.775
H -5.952 -2.662 -1.693
H -7.308 -1.925 -0.807
H -3.976 -1.480 -2.192
H -1.548 -1.060 -2.131
H 1.227 1.504 -2.720
H 1.574 -0.190 -2.314
H 2.474 0.282 0.408
H 4.954 1.775 -0.156
H 4.262 1.553 1.478
H 6.277 0.145 0.969
H 6.227 -1.598 -0.616
H 5.051 -0.560 -1.432
H 3.250 -1.961 -0.739
H 4.504 -3.155 -0.416
H 4.144 -2.876 1.892
H 2.886 -1.679 1.523
H 0.394 2.852 -0.853
H 0.847 2.072 0.680
H -2.032 2.011 -1.719
H -4.389 2.070 -0.999
H -4.941 2.161 1.403
H -3.130 2.206 3.076
H -0.778 2.130 2.351
H -1.623 -0.871 2.107
H -4.089 -1.302 2.082
```

Output
SMILES ... COc1ccc(S(=O)(=O)N(CC(=O)NC[C@@H]2CCCO2)Cc2ccccc2)cc1
Molar mass ... 418.5 g mol⁻¹
2S+1 ... 1

---

Most stable: (one). Least stable: (two).

---

(one)
Computed, not measured: C21H26N2O5S in the gas phase, with ωB97M-V/def2-TZVPD.

```
55
C21H26N2O5S, DFT ωB97M-V/def2-TZVPD
C -7.513 -0.029 0.693
O -6.645 0.101 -0.410
C -5.322 -0.110 -0.233
C -4.723 -0.441 0.983
C -3.354 -0.631 1.044
C -2.585 -0.495 -0.094
S -0.826 -0.743 0.041
O -0.240 -0.628 -1.273
O -0.559 -1.952 0.765
N -0.396 0.518 1.030
C 0.584 0.295 2.064
C 2.053 0.391 1.626
O 2.897 0.890 2.342
N 2.294 -0.139 0.418
C 3.613 -0.251 -0.146
C 3.927 -1.695 -0.561
C 2.913 -2.290 -1.565
C 2.188 -3.367 -0.754
C 3.238 -3.725 0.295
O 3.908 -2.519 0.593
C -0.555 1.859 0.497
C 0.714 2.460 -0.053
C 1.121 2.179 -1.352
C 2.306 2.701 -1.840
C 3.094 3.509 -1.037
C 2.691 3.796 0.255
C 1.506 3.276 0.743
C -3.166 -0.172 -1.308
C -4.528 0.022 -1.379
H -8.510 0.177 0.306
H -7.487 -1.041 1.107
H -7.274 0.695 1.479
H -5.311 -0.553 1.879
H -2.871 -0.894 1.972
H 0.419 -0.720 2.434
H 0.418 1.003 2.882
H 1.533 -0.525 -0.121
H 3.710 0.406 -1.017
H 4.314 0.067 0.629
H 4.942 -1.702 -0.990
H 3.443 -2.736 -2.407
H 2.227 -1.538 -1.950
H 1.299 -2.961 -0.274
H 1.901 -4.225 -1.358
H 3.954 -4.460 -0.107
H 2.817 -4.108 1.225
H -0.949 2.492 1.301
H -1.311 1.781 -0.288
H 0.517 1.531 -1.970
H 2.615 2.476 -2.851
H 4.021 3.912 -1.418
H 3.303 4.421 0.888
H 1.199 3.501 1.754
H -2.538 -0.085 -2.181
H -5.012 0.274 -2.309
```

Output
SMILES ... COc1ccc(S(=O)(=O)N(CC(=O)NC[C@@H]2CCCO2)Cc2ccccc2)cc1
Molar mass ... 418.5 g mol⁻¹
2S+1 ... 1

---

(two)
Computed, not measured: C21H26N2O5S in the gas phase, with ωB97M-V/def2-TZVPD.

```
55
C21H26N2O5S, DFT ωB97M-V/def2-TZVPD
C 1.028 4.015 -4.784
O 1.469 2.680 -4.785
C 2.201 2.225 -3.718
C 2.482 3.003 -2.601
C 3.202 2.507 -1.529
C 3.675 1.205 -1.546
C 4.407 0.637 -0.367
C 3.451 0.142 0.720
O 3.623 0.370 1.893
N 2.418 -0.587 0.205
C 1.368 -1.211 0.871
C 1.295 -1.286 2.262
C 0.228 -1.934 2.858
C -0.758 -2.505 2.077
S -2.184 -3.257 2.856
O -2.796 -4.161 1.926
O -1.813 -3.738 4.153
N -3.247 -1.996 3.084
C -2.862 -1.016 4.072
C -4.090 -0.214 4.495
C -4.727 0.440 3.272
C -5.065 -0.633 2.239
C -3.808 -1.423 1.884
C -0.697 -2.439 0.697
C 0.366 -1.798 0.093
C 3.408 0.426 -2.663
C 2.685 0.903 -3.753
O 2.509 -0.018 -4.741
C 2.033 0.352 -6.016
H 0.506 4.147 -5.731
H 0.334 4.212 -3.961
H 1.866 4.718 -4.733
H 2.128 4.020 -2.555
H 3.392 3.141 -0.677
H 5.056 1.385 0.090
H 5.023 -0.213 -0.672
H 2.377 -0.641 -0.806
H 2.071 -0.838 2.860
H 0.160 -2.023 3.930
H -2.441 -1.567 4.913
H -2.094 -0.334 3.668
H -4.807 -0.889 4.962
H -3.796 0.541 5.226
H -5.630 0.980 3.561
H -4.028 1.158 2.836
H -5.804 -1.318 2.655
H -5.478 -0.181 1.336
H -4.039 -2.255 1.218
H -3.078 -0.759 1.390
H -1.475 -2.910 0.118
H 0.429 -1.747 -0.985
H 3.779 -0.587 -2.736
H 2.126 -0.548 -6.624
H 0.987 0.664 -5.984
H 2.635 1.151 -6.454
```

Output
SMILES ... COc1ccc(CC(=O)Nc2ccc(S(=O)(=O)N3CCCCC3)cc2)cc1OC
Molar mass ... 418.5 g mol⁻¹
2S+1 ... 1

---

Most stable: (two). Least stable: (one).